# 1
C29H36FeN5OPS | wB97M-V/def2-TZVPD

The geometry in XYZ format:
```
74
Properties=species:S:1:pos:R:3:mulliken_spin:R:1
Fe 0.577 -1.141 -1.130 0.942
C 1.699 -3.818 -2.457 -0.003
C 2.000 -2.637 -3.368 0.001
N 2.291 -1.408 -2.622 0.021
C 3.667 -1.248 -2.150 0.004
C 4.023 -2.089 -0.937 0.003
S 2.748 -2.027 0.354 -0.002
C 2.239 -3.760 0.556 0.002
C 0.922 -4.117 -0.127 0.000
N 0.746 -3.426 -1.402 0.002
H 2.603 -4.203 -1.989 0.000
H 1.307 -4.632 -3.071 0.001
H 1.117 -2.432 -3.969 -0.001
H 2.810 -2.899 -4.057 0.000
H 2.123 -0.641 -3.264 0.001
H 3.799 -0.197 -1.886 -0.001
H 4.390 -1.473 -2.942 0.001
H 4.937 -1.695 -0.497 0.001
H 4.209 -3.133 -1.179 -0.001
H 2.137 -3.935 1.628 0.001
H 3.072 -4.382 0.232 -0.001
H 0.088 -3.822 0.514 0.001
H 0.875 -5.206 -0.233 0.001
H -0.195 -3.626 -1.715 0.001
O 0.182 -1.026 1.694 0.001
N 0.167 0.085 2.519 0.001
C 0.126 0.025 3.821 0.000
C -0.288 1.229 4.474 0.001
C -0.280 1.443 5.844 0.000
C -0.675 2.693 6.315 0.000
C -1.044 3.690 5.428 0.000
C -1.074 3.472 4.038 0.000
C -0.713 2.233 3.570 0.001
P -0.668 1.541 1.921 0.016
C -2.258 1.109 1.313 0.029
C -3.302 1.988 1.635 -0.001
C -4.580 1.717 1.179 -0.001
C -4.820 0.567 0.436 0.000
C -3.783 -0.307 0.124 0.010
C -2.495 -0.042 0.550 -0.020
C 0.395 2.348 0.783 -0.008
C 0.238 3.728 0.621 0.001
C 0.986 4.385 -0.342 0.001
C 1.868 3.668 -1.142 0.002
C 2.024 2.297 -0.973 -0.009
C 1.293 1.625 -0.009 0.018
H 0.583 -1.749 2.210 0.001
H 0.462 -0.875 4.333 0.000
H 0.030 0.662 6.528 0.000
H -0.691 2.887 7.379 0.000
H -1.325 4.663 5.810 0.000
H -1.382 4.274 3.382 0.000
H -3.130 2.873 2.235 0.000
H -5.389 2.396 1.411 0.000
H -5.826 0.346 0.103 0.000
H -3.982 -1.201 -0.452 0.001
H -1.699 -0.722 0.278 -0.016
H -0.450 4.296 1.237 0.001
H 0.888 5.455 -0.462 0.000
H 2.445 4.185 -1.897 0.000
H 2.731 1.755 -1.585 -0.003
H 1.472 0.561 0.159 -0.001
C -1.415 1.637 -2.361 0.000
C -1.500 0.261 -2.917 0.010
N -0.839 -0.819 -2.522 -0.014
C -1.269 -1.847 -3.359 0.003
C -2.176 -1.378 -4.244 0.001
N -2.310 -0.045 -3.951 -0.001
H -0.805 1.628 -1.464 0.003
H -2.407 2.019 -2.110 0.000
H -0.964 2.325 -3.079 0.000
H -0.902 -2.851 -3.277 0.001
H -2.721 -1.857 -5.039 0.000
H -2.913 0.601 -4.434 0.000
```

HOMO level (spin up / spin down) ... -14.5885 / -14.2458 eV
Frontier orbital gap (spin up / spin down) ... 4.22 / 3.88 eV
⟨S²⟩ ... 0.756
Relative energy (zero: lowest compared OMol25 entry of this formula, charge and spin) ... 80.9 kcal per mole
Calculated total energy ... -94638.577 eV
Charge ... +3
2S+1 ... 2


# 2
C29H36N4O18P3S | wB97M-V/def2-TZVPD

The geometry in XYZ format:
```
91
Properties=species:S:1:pos:R:3:mulliken_charge:R:1
C 5.082 2.796 8.876 -0.440
C 3.895 3.519 8.685 -0.572
C 2.856 3.051 7.903 0.738
N 2.965 1.917 7.188 -0.481
C 1.829 1.785 6.527 0.568
N 1.511 0.798 5.714 0.122
C 2.392 -0.348 5.462 -0.556
C 1.686 -1.608 6.014 -0.816
C 2.216 -2.922 5.422 -0.810
P 1.703 -3.118 3.669 0.752
O 0.956 -4.367 3.531 -0.820
O 0.906 -1.796 3.215 -0.155
C -0.437 -2.039 2.729 -0.165
C -1.473 -1.990 3.844 -1.054
O 3.071 -3.260 2.822 -0.344
C 3.722 -2.033 2.451 0.629
C 4.828 -2.364 1.418 -1.159
N 0.962 2.829 6.764 0.181
P -0.636 3.109 6.119 0.236
S -0.600 4.363 4.672 -0.270
N 1.634 3.625 7.687 0.395
P 1.176 5.075 8.484 0.469
O 1.980 6.203 8.074 -0.569
O 1.335 4.753 10.035 -0.468
O -0.379 5.311 8.293 -0.516
H 5.192 1.984 9.590 0.277
H 5.958 3.103 8.304 0.273
H 3.827 4.495 9.158 0.320
H 0.639 0.771 5.211 0.005
H 3.311 -0.221 6.028 0.436
H 2.610 -0.431 4.402 0.085
H 0.625 -1.467 5.796 0.304
H 1.764 -1.560 7.103 0.455
H 3.302 -2.927 5.529 0.425
H 1.788 -3.739 5.995 0.433
H -0.528 -2.930 2.116 0.443
H -0.663 -1.197 2.076 0.134
H -1.500 -2.903 4.436 0.303
H -1.183 -1.151 4.489 0.073
H -2.449 -1.719 3.447 0.443
H 4.213 -1.564 3.310 0.165
H 3.036 -1.318 1.997 -0.168
H 4.954 -3.443 1.418 0.324
H 4.506 -2.006 0.443 0.203
H 5.749 -1.871 1.717 0.341
H -1.072 1.852 5.656 0.035
H -1.475 3.434 7.195 0.093
H 2.063 5.279 10.397 0.372
H -0.833 4.824 9.005 0.359
C -0.707 0.461 -1.441 -1.061
C 0.434 0.014 -0.909 0.297
C 1.541 -0.550 -1.751 1.223
O 2.556 -0.918 -1.181 -0.573
C 1.343 -0.630 -3.184 -1.081
C 0.199 -0.185 -3.727 0.066
C -0.901 0.403 -2.884 1.153
O -1.909 0.801 -3.436 -0.593
O -0.040 -0.233 -5.027 -0.339
O 0.684 0.031 0.401 -0.485
H -1.509 0.869 -0.842 0.462
H 2.140 -1.053 -3.778 0.481
H -0.932 0.154 -5.154 0.224
H 1.579 -0.349 0.496 0.192
C -0.243 -1.188 -8.494 -1.041
C -0.466 -2.295 -9.213 0.496
C -1.259 -2.261 -10.488 0.983
O -1.410 -3.301 -11.101 -0.633
C -1.812 -0.985 -10.922 -0.832
C -1.587 0.122 -10.201 0.253
C -0.771 0.090 -8.940 1.081
O -0.594 1.137 -8.344 -0.688
O -2.072 1.308 -10.556 -0.583
O -0.009 -3.490 -8.853 -0.583
H 0.325 -1.200 -7.575 0.438
H -2.397 -0.975 -11.831 0.417
H -1.764 1.937 -9.876 0.357
H -0.309 -4.111 -9.544 0.362
C -4.495 -0.549 -8.246 -0.797
C -5.760 -0.420 -8.666 0.257
C -6.862 -0.005 -7.730 0.925
O -7.985 0.111 -8.180 -0.610
C -6.525 0.234 -6.333 -0.995
C -5.259 0.102 -5.917 0.290
C -4.157 -0.290 -6.860 1.012
O -3.024 -0.379 -6.422 -0.475
O -4.895 0.309 -4.653 -0.570
O -6.125 -0.646 -9.921 -0.573
H -3.691 -0.847 -8.904 0.440
H -7.327 0.517 -5.667 0.441
H -3.930 0.159 -4.612 0.280
H -7.087 -0.479 -9.956 0.358
```

HOMO level ... -10.6243 eV
Frontier orbital gap ... 4.89 eV
Calculated total energy ... -112167.382 eV
Charge ... +1


# 3
C29H37BN6O6P4 | wB97M-V/def2-TZVPD

The geometry in XYZ format:
```
83
Properties=species:S:1:pos:R:3:mulliken_charge:R:1
H -3.590 5.337 1.988 0.248
N -2.730 5.561 1.486 -0.791
C -1.922 4.592 1.520 0.832
C -0.603 4.767 0.829 -1.127
C -2.267 3.305 2.257 -1.733
C -1.414 2.112 1.896 0.673
C -0.466 1.560 2.735 -0.536
P -0.050 2.256 4.358 0.327
O -0.361 1.401 5.521 -0.688
C 0.271 0.389 2.323 0.073
B 1.327 -0.227 3.340 0.901
O 0.959 -1.042 4.366 -0.486
O 2.652 0.096 3.202 -0.657
C 0.066 -0.169 1.066 -0.186
P 0.920 -1.676 0.415 0.247
C 0.276 -3.137 1.309 -0.960
C 2.737 -1.597 0.662 -0.940
C -0.911 0.424 0.202 0.048
N -1.121 -0.102 -1.037 -0.285
C -2.003 0.482 -1.798 -0.579
P -2.284 -0.204 -3.480 -0.234
P -0.651 0.773 -4.556 0.891
O -1.000 1.012 -5.950 -0.657
O -0.461 2.154 -3.777 -0.484
O 0.744 0.044 -4.287 -0.470
C -2.754 1.617 -1.366 1.146
C -3.743 2.259 -2.292 -1.430
N -2.583 2.137 -0.186 -0.352
C -1.642 1.544 0.606 0.534
H -0.030 3.843 0.798 0.260
H -0.786 5.074 -0.195 0.283
H -0.006 5.531 1.314 0.376
H -2.303 3.466 3.325 0.831
H -3.281 3.057 1.956 0.444
H -0.593 3.547 4.431 0.117
H 1.338 2.496 4.245 0.090
H 1.506 -0.812 5.127 0.277
H 2.768 0.632 2.412 0.384
H 0.713 -3.329 2.288 0.113
H -0.804 -3.069 1.391 0.371
H 0.495 -3.992 0.677 0.415
H 3.108 -1.763 1.668 0.157
H 3.165 -2.346 0.004 0.406
H 3.088 -0.637 0.295 0.366
H -1.886 -1.549 -3.360 0.082
H 0.144 2.057 -3.030 0.328
H 0.660 -0.912 -4.203 0.331
H -4.041 3.211 -1.869 0.395
H -4.592 1.615 -2.484 0.391
H -3.223 2.482 -3.220 0.320
C 1.898 -5.457 5.372 -0.563
C 2.917 -6.299 4.952 -0.417
C 3.897 -5.783 4.116 -0.279
N 3.915 -4.520 3.694 -0.352
C 2.931 -3.726 4.110 -0.364
C 1.904 -4.140 4.942 -0.195
H 1.113 -5.823 6.020 0.394
H 2.952 -7.334 5.261 0.371
H 4.709 -6.409 3.763 0.376
H 2.969 -2.704 3.749 0.554
H 1.130 -3.446 5.235 0.418
C 5.667 -4.903 -0.819 -0.307
C 6.067 -4.026 0.176 -0.225
C 6.795 -2.905 -0.191 -0.257
N 7.136 -2.622 -1.447 -0.582
C 6.746 -3.477 -2.390 -0.233
C 6.012 -4.625 -2.132 -0.308
H 5.095 -5.789 -0.574 0.394
H 5.816 -4.204 1.215 0.386
H 7.125 -2.191 0.556 0.392
H 7.039 -3.224 -3.403 0.358
H 5.721 -5.282 -2.939 0.373
C -7.284 3.539 -6.457 -0.168
C -5.907 3.502 -6.596 -0.461
C -5.130 4.120 -5.628 -0.192
N -5.633 4.754 -4.569 -0.520
C -6.959 4.780 -4.453 -0.166
C -7.825 4.192 -5.362 -0.378
H -7.925 3.067 -7.190 0.368
H -5.441 3.004 -7.435 0.368
H -4.047 4.111 -5.698 0.436
H -7.342 5.304 -3.584 0.366
H -8.895 4.245 -5.213 0.353
```

HOMO level ... -7.9754 eV
Frontier orbital gap ... 6.88 eV
Calculated total energy ... -89734.543 eV